Record 1
49
Properties=species:S:1:pos:R:3:forces:R:3:mulliken_charge:R:1 method="wB97M-V/def2-TZVPD" smiles="C=C(C)c1cccc(C(C)(C)NC(=O)NC[C@@H]2COCCO2)c1" multiplicity=1 lumo_ev=0.667 total_energy_ha=-1036.72935 homo_energy_ev=-9.0
C -4.27813 -1.42120 1.78126 0.03 -0.01 -0.03 -1.2196
C -3.28900 -2.01946 1.12635 -0.17 -0.14 0.23 0.5727
C -2.88022 -3.43004 1.43762 -0.08 0.03 0.02 -1.5109
C -2.55435 -1.33490 0.04883 0.10 0.30 -0.21 0.6402
C -2.10797 -2.02683 -1.07625 0.00 0.00 0.04 -0.3765
C -1.43085 -1.36233 -2.07993 0.00 -0.11 -0.08 -1.2742
C -1.16841 -0.00597 -1.97956 -0.01 0.14 0.09 0.0279
C -1.58302 0.70152 -0.85682 -0.23 -0.09 -0.15 -1.8185
C -1.33966 2.19484 -0.68324 0.17 0.14 -0.18 2.0677
C -0.25747 2.75247 -1.61883 -0.18 -0.13 0.04 -1.9967
C -2.66592 2.91454 -0.96269 0.17 -0.08 0.10 -1.7988
N -0.97909 2.47379 0.70409 -0.54 0.33 -0.01 -0.0700
C 0.14737 2.05827 1.36867 0.06 -0.15 -0.11 0.3571
O 0.53254 2.63311 2.36667 0.18 0.22 0.39 -0.7303
N 0.77513 0.96528 0.84002 0.01 -0.15 -0.24 0.5194
C 1.88151 0.33734 1.51106 0.54 0.01 0.08 -1.3244
C 3.07570 0.15519 0.56962 -0.37 -0.08 -0.20 0.6402
C 2.75733 -0.79600 -0.59338 0.02 0.24 0.28 -0.4744
O 3.89582 -1.01448 -1.39800 0.02 0.05 -0.15 -0.4221
C 4.96238 -1.52676 -0.62670 0.15 0.14 0.33 -0.4135
C 5.28649 -0.58145 0.53188 0.08 -0.22 -0.34 -0.4557
O 4.14482 -0.37259 1.33438 -0.21 0.00 0.11 -0.3962
C -2.28018 0.02612 0.13907 0.01 -0.13 -0.12 0.7001
H -4.60527 -0.42440 1.54155 -0.03 0.21 -0.11 0.3399
H -4.81400 -1.92019 2.57068 -0.04 -0.14 0.18 0.3025
H -3.28439 -3.73959 2.39775 -0.03 -0.06 0.04 0.4324
H -1.79558 -3.51854 1.46347 0.07 -0.07 0.01 0.3267
H -3.25728 -4.11311 0.67670 0.04 -0.11 -0.05 0.3131
H -2.30683 -3.08227 -1.17835 0.00 -0.13 0.02 0.3649
H -1.09927 -1.90429 -2.95346 0.02 -0.05 -0.07 0.4038
H -0.63511 0.48562 -2.77710 0.09 0.09 -0.07 0.4180
H 0.67343 2.20119 -1.51123 0.09 -0.02 -0.05 0.2420
H -0.58091 2.71783 -2.65553 0.02 -0.02 -0.15 0.4377
H -0.06686 3.79154 -1.35777 -0.03 0.07 0.01 0.4538
H -2.53793 3.99217 -0.88401 0.02 0.15 0.01 0.5299
H -3.01219 2.67752 -1.96565 -0.01 0.00 -0.07 0.3602
H -3.42456 2.59648 -0.25222 -0.09 -0.03 0.06 0.3901
H -1.32689 3.34915 1.06880 0.11 -0.09 0.06 0.2879
H 0.27694 0.42001 0.15486 0.01 0.03 0.10 -0.1513
H 1.59978 -0.64126 1.91752 0.02 0.06 0.02 0.2809
H 2.17339 0.98797 2.33860 -0.02 -0.16 -0.08 0.4496
H 3.37353 1.13171 0.15141 -0.07 -0.08 0.05 0.1365
H 1.99935 -0.37197 -1.25337 -0.07 -0.01 0.07 0.1614
H 2.39671 -1.75375 -0.18563 -0.02 0.05 0.01 0.3094
H 5.81238 -1.62498 -1.30274 0.02 -0.05 0.08 0.3619
H 4.68983 -2.51492 -0.22606 0.06 0.05 -0.03 0.2817
H 6.04710 -1.01037 1.18541 0.04 0.03 -0.09 0.3517
H 5.64191 0.37953 0.13027 0.01 -0.08 0.05 0.2848
H -2.58213 0.56842 1.02201 0.01 0.04 0.12 0.6864



Record 2
14
Properties=species:S:1:pos:R:3:forces:R:3:mulliken_charge:R:1 method="wB97M-V/def2-TZVPD" multiplicity=1 lumo_ev=-3.638 total_energy_ha=-381.99720 homo_energy_ev=-16.0 charge=+1
C 0.21774 -0.11461 0.38308 -0.28 4.70 -0.05 0.8619
C -0.25402 2.05707 -0.28980 3.19 1.55 1.12 -0.2917
C -0.69354 1.10422 -1.30252 -2.62 -2.64 -3.66 -0.1699
C 0.62187 -2.35695 1.03732 0.29 -4.19 0.73 -0.6442
O 0.41441 1.24020 0.73787 -0.75 -3.86 -0.73 -0.3165
O -0.44345 -0.22554 -0.72424 0.48 -1.35 2.04 -0.2909
O 0.67587 -0.98200 1.15307 1.32 2.98 0.56 -0.2080
H 0.52935 2.75395 -0.59056 0.30 -0.39 -0.68 0.2668
H -0.88024 2.78113 0.17911 -1.56 -0.44 0.47 0.3202
H -1.83570 1.12532 -1.51655 2.01 0.05 0.37 0.2602
H -0.17338 0.83343 -2.30159 -0.56 2.00 1.43 0.2919
H 1.06576 -2.72299 0.07245 -0.97 0.44 0.77 0.3218
H -0.42498 -2.53269 1.27207 -0.13 -1.00 -0.83 0.3551
H 1.18032 -2.96054 1.89029 -0.71 2.15 -1.55 0.2433



Record 3
9
Properties=species:S:1:pos:R:3:forces:R:3:mulliken_charge:R:1 method="wB97M-V/def2-TZVPD" multiplicity=1 lumo_ev="-1.186 / -0.256" total_energy_ha=-676.54279 homo_energy_ev="-9.5 / -10.2"
C 0.39245 0.47741 0.23014 3.15 -1.39 -0.28 -0.4630
C -1.91234 -1.10734 -0.30547 3.67 0.98 -0.71 -0.2108
C 1.69546 0.64120 0.16343 0.96 1.83 -0.30 -0.0998
F -2.59748 -0.32525 0.49414 -1.21 0.51 0.52 -0.1791
Cl 2.93710 -0.55005 -0.07646 -0.34 -0.23 0.14 -0.1619
H -1.41887 -0.52439 -1.15137 -1.40 -0.75 0.27 0.2263
H -0.27480 1.23900 0.23951 -2.36 1.90 0.26 0.3643
H -1.05046 -1.55331 0.24275 -0.93 -0.73 -0.05 0.2433
H 2.22893 1.70272 0.16333 -1.55 -2.12 0.17 0.2807



Record 4
71
Properties=species:S:1:pos:R:3:forces:R:3:mulliken_charge:R:1 method="wB97M-V/def2-TZVPD" multiplicity=3 lumo_ev="-2.324 / -4.208" total_energy_ha=-2269.21916 homo_energy_ev="-10.0 / -11.8" charge=+1 s2=2.011
Au 0.34586 0.10795 0.12316 0.38 -0.52 0.22 0.3848
Cl 1.46464 -0.68952 3.09231 -0.21 -0.01 -0.07 -0.1242
C 2.50642 -2.01875 2.69087 0.17 -0.20 -0.27 1.0435
C 3.05409 -2.68213 3.78172 0.00 0.04 0.11 -0.7865
C 3.91351 -3.74671 3.59931 0.04 -0.06 -0.02 -0.5966
C 4.22603 -4.16173 2.31564 0.04 -0.03 -0.08 -1.1727
C 3.66964 -3.50892 1.23363 -0.04 0.05 0.00 -0.2742
C 2.80104 -2.41902 1.37587 -0.15 0.16 0.18 0.2416
P 2.15293 -1.67238 -0.18232 0.64 -0.11 -0.05 0.7073
C 1.63740 -3.10450 -1.16840 -0.23 0.03 -0.10 0.9139
C 1.54466 -2.90412 -2.54786 0.07 0.00 0.08 -0.9540
C 1.13461 -3.93151 -3.37901 0.04 0.02 -0.04 -0.7056
C 0.80566 -5.16863 -2.84095 -0.04 0.03 0.02 -0.5867
C 0.88753 -5.36962 -1.47124 -0.02 -0.09 0.01 -0.6775
C 1.29581 -4.34289 -0.63210 -0.06 0.11 0.01 -0.4868
C 3.62644 -1.15863 -1.16968 -0.25 0.26 -0.01 0.3667
C 4.63542 -2.03740 -1.56664 0.06 0.00 0.07 0.0899
C 5.66269 -1.60293 -2.38706 0.02 -0.08 0.01 -0.8940
C 5.69394 -0.29275 -2.84390 -0.05 0.07 -0.01 -0.7121
C 4.67033 0.57491 -2.50128 0.04 0.02 -0.06 -0.5992
C 3.64064 0.13822 -1.68080 -0.03 -0.09 0.10 0.8687
H 2.79983 -2.35283 4.77988 -0.02 0.03 -0.03 0.4905
H 4.33506 -4.25535 4.45554 -0.02 0.02 0.03 0.4044
H 4.89355 -4.99631 2.14996 0.00 0.00 0.02 0.4444
H 3.89749 -3.86716 0.24253 -0.04 -0.08 0.06 0.3333
H 1.80126 -1.93686 -2.96494 0.00 -0.04 -0.06 0.3612
H 1.07491 -3.76718 -4.44696 -0.02 0.00 0.01 0.4434
H 0.47083 -5.96957 -3.48650 0.05 -0.01 0.00 0.4073
H 0.63261 -6.33406 -1.05113 -0.01 0.02 0.01 0.4697
H 1.34662 -4.51007 0.43580 -0.02 -0.01 0.00 0.4606
H 4.62438 -3.07317 -1.26283 0.02 0.03 -0.06 0.2505
H 6.43488 -2.29968 -2.68598 0.01 0.01 0.02 0.4459
H 6.49964 0.04212 -3.48355 0.00 -0.01 0.00 0.4058
H 4.66260 1.58843 -2.88186 0.00 -0.01 0.01 0.4810
H 2.82246 0.80547 -1.45559 -0.03 0.10 0.05 -0.4926
O -0.92654 1.64495 -2.17559 0.06 -0.07 0.16 -0.4662
C 0.09291 2.45154 -2.76982 -0.12 -0.02 0.07 -0.1697
C 0.12916 3.78997 -2.05542 0.02 -0.15 0.10 -0.6539
C 0.19764 3.67494 -0.52028 0.08 -0.23 -0.31 -1.4010
C 1.51620 3.18777 0.02076 -0.06 0.09 0.12 0.8671
C 2.56780 4.09947 0.10300 0.02 -0.08 -0.02 -0.5701
C 3.76438 3.73850 0.68841 -0.02 0.05 -0.01 -0.5813
C 3.88356 2.46198 1.21398 0.01 -0.02 0.00 -1.0136
C 2.81928 1.60041 1.08153 0.08 0.03 -0.08 -0.1304
N 1.66111 1.92979 0.48269 -0.23 0.10 -0.29 0.0761
H -1.43920 1.20138 -2.85511 0.03 -0.04 -0.05 0.2566
H -0.12468 2.60670 -3.82719 0.10 0.02 -0.04 0.5376
H 1.05835 1.93790 -2.69392 0.00 -0.04 0.02 -0.1515
H -0.78028 4.33478 -2.31192 0.03 0.07 0.03 0.3706
H 0.98184 4.36066 -2.43051 -0.01 0.08 0.00 0.3995
H -0.61042 3.03155 -0.17224 -0.01 0.01 0.05 0.2671
H 0.04199 4.67573 -0.11734 -0.10 -0.05 0.11 0.4787
H 2.41824 5.09879 -0.28352 0.01 0.00 0.01 0.4582
H 4.58265 4.44323 0.75409 -0.01 0.01 0.00 0.4509
H 4.78580 2.13118 1.70801 -0.01 -0.01 0.00 0.4853
H 2.88859 0.59381 1.46401 0.02 0.02 -0.04 0.2928
C -3.04705 -1.06541 0.06590 0.09 -0.07 -0.03 -1.7694
C -1.95421 -2.07883 -0.33939 -0.27 0.23 -0.10 2.7648
C -2.36935 -3.47203 0.15525 0.11 0.12 0.04 -1.7510
C -1.82929 -2.10901 -1.86565 0.08 -0.01 0.11 -0.9643
C -0.67580 -1.67657 0.32796 -0.27 0.19 0.03 -1.5305
H -4.01114 -1.37588 -0.34315 -0.01 0.04 -0.01 0.4659
H -2.81013 -0.06654 -0.30792 -0.01 0.01 -0.02 0.2748
H -3.13524 -1.01051 1.15194 -0.03 0.01 0.01 0.3768
H -1.60599 -4.20759 -0.09689 0.02 -0.07 0.00 0.2702
H -2.51017 -3.47163 1.23769 -0.01 -0.03 0.00 0.4426
H -3.30789 -3.77533 -0.31198 0.00 0.01 0.00 0.4328
H -1.46180 -1.15345 -2.24167 0.02 0.09 -0.03 -0.1332
H -2.79537 -2.31806 -2.32839 -0.01 0.01 0.02 0.5261
H -1.12501 -2.88137 -2.17232 -0.02 -0.03 -0.04 0.1537
H -0.50530 -2.11542 1.31129 0.13 0.09 0.05 0.6857



Record 5
10
Properties=species:S:1:pos:R:3:forces:R:3:mulliken_charge:R:1 method="wB97M-V/def2-TZVPD" multiplicity=1 lumo_ev=0.697 total_energy_ha=-255.02371 homo_energy_ev=-10.2
C -1.61107 -0.19763 0.12087 -4.45 -2.40 10.18 -1.0572
C -0.38988 0.44457 0.23734 5.29 -4.16 1.96 0.4818
C 0.59198 0.27343 -0.77763 7.93 -1.21 -4.90 -0.6076
C 1.72538 0.08948 -1.36550 -10.04 1.77 5.64 -0.2416
H -2.25787 0.61675 0.95972 0.97 -3.18 -2.50 0.1982
H -1.67771 -1.56151 0.69589 0.22 4.66 -2.62 0.2989
H -1.82020 0.11139 -0.74317 -3.78 0.86 -7.49 0.4295
H -0.35054 1.42484 0.50976 -0.20 2.67 1.41 0.3147
H 2.44213 -0.04916 -2.02261 3.23 -0.61 -2.65 0.4993
F 0.19619 -0.46682 1.25665 0.83 1.60 0.97 -0.3160



Record 6
13
Properties=species:S:1:pos:R:3:forces:R:3:mulliken_charge:R:1 method="wB97M-V/def2-TZVPD" multiplicity=1 lumo_ev=0.764 total_energy_ha=-228.49547 homo_energy_ev=-8.6
C -0.79535 1.31913 -0.15617 -0.86 -1.48 -1.82 -0.9650
C 0.49838 -0.64050 -1.06921 0.31 -0.50 -3.96 -0.9245
C 0.23162 -0.22410 1.31515 0.20 -0.92 0.17 0.0976
H -0.95180 1.50696 -1.28276 -0.27 -0.52 1.79 0.3072
H -0.30173 2.18719 0.17331 0.18 1.33 0.85 0.3569
H -1.75101 1.06479 0.44387 1.33 0.72 -1.34 0.3256
H 1.46780 -1.47347 -0.81031 -3.25 2.74 -0.84 0.3200
H 0.85889 0.26302 -1.90373 -0.78 -3.42 1.56 0.2870
H -0.64665 -1.29177 -1.63586 3.58 1.64 1.71 0.1982
H 0.11018 0.61190 2.05991 -0.18 -0.88 -0.78 0.3587
H 0.67913 -2.13169 1.11177 -0.35 -0.02 -0.61 0.2133
N 0.17310 0.21874 -0.01546 -0.24 -0.31 2.79 0.0851
N 0.42744 -1.41022 1.76950 0.31 1.63 0.47 -0.6601